{"formula": "C20H33BrClN3O8P2S", "method": "ωB97M-V/def2-TZVPD", "species": ["N", "P", "C", "P", "O", "O", "O", "C", "O", "C", "C", "N", "C", "C", "C", "N", "C", "C", "C", "Br", "C", "C", "C", "C", "S", "O", "O", "Cl", "H", "H", "H", "H", "H", "H", "H", "H", "H", "H", "H", "H", "H", "H", "H", "H", "H", "H", "H", "H", "H", "C", "C", "C", "O", "H", "H", "H", "H", "H", "H", "C", "C", "C", "O", "H", "H", "H", "H", "H", "H"], "coordinates": [[2.08, -2.08, -4.14], [2.70, -1.38, -2.89], [1.79, -1.63, -1.26], [3.09, -1.83, 0.18], [4.35, -0.91, -0.36], [3.54, -3.35, -0.27], [1.12, -2.88, -1.31], [-0.25, -2.75, -1.36], [-0.95, -3.71, -1.28], [-0.57, -1.26, -1.58], [-1.92, -0.70, -1.05], [-2.87, -1.71, -0.62], [-0.62, -1.10, -3.12], [-1.09, -2.14, -3.92], [-1.13, -1.97, -5.29], [-0.77, -0.86, -5.92], [-0.36, 0.14, -5.15], [-0.27, 0.07, -3.77], [0.67, -0.65, -0.87], [0.22, -1.05, 1.09], [0.90, 0.86, -0.96], [1.65, 1.54, 0.20], [0.73, 2.18, 1.26], [1.21, 3.57, 1.70], [1.10, 3.98, 3.44], [2.36, 3.67, 4.05], [0.53, 5.28, 3.58], [-0.26, 2.66, 4.19], [2.71, -2.76, -4.54], [4.00, -1.79, -2.61], [2.80, 0.02, -2.99], [4.97, -1.36, -0.94], [4.43, -3.53, 0.03], [-1.70, 0.03, -0.26], [-2.39, -0.13, -1.85], [-3.74, -1.28, -0.35], [-2.51, -2.28, 0.13], [-1.43, -3.07, -3.49], [-1.47, -2.79, -5.91], [-0.10, 1.06, -5.65], [0.08, 0.94, -3.24], [-0.07, 1.34, -1.09], [1.49, 1.04, -1.86], [2.34, 0.85, 0.69], [2.28, 2.32, -0.23], [0.66, 1.52, 2.11], [-0.28, 2.26, 0.86], [0.66, 4.35, 1.19], [2.27, 3.70, 1.48], [-4.55, 3.36, -0.68], [-3.57, 2.81, 0.33], [-4.13, 2.42, 1.67], [-2.40, 2.69, 0.07], [-4.03, 3.60, -1.60], [-5.33, 2.63, -0.89], [-5.03, 4.26, -0.29], [-4.89, 1.65, 1.56], [-4.59, 3.29, 2.15], [-3.33, 2.04, 2.31], [1.16, -0.99, 5.54], [0.38, -2.03, 4.77], [1.11, -3.30, 4.41], [-0.78, -1.86, 4.45], [0.53, -0.13, 5.73], [1.51, -1.41, 6.48], [2.03, -0.68, 4.96], [1.46, -3.81, 5.31], [1.98, -3.07, 3.79], [0.45, -3.96, 3.86]], "lumo_energy_ev": 0.004, "orbital_gap_ev": 8.74, "smiles": "N=[PH2][C@]1(P(O)O)OC(=O)[C@](CN)(c2ccncc2)[C@]1(Br)CCCCS(=O)(=O)Cl.CC(C)=O.CC(C)=O", "spin_multiplicity": 1, "total_energy_ev": -154102.2543}